(1)
Computed, not measured: an isolated ion of composition C4H8N and charge +1, with ωB97M-V/def2-TZVPD.

Element x y z (Å)
C1 -2.44 -0.02 0.20
C2 -1.27 -0.03 -0.13
N1 0.09 0.00 -0.52
C3 0.72 1.24 0.11
C4 0.78 -1.22 0.13
H1 -3.47 0.28 0.20
H2 0.21 -0.17 -1.62
H3 0.52 1.09 1.22
H4 1.82 1.17 -0.25
H5 0.36 2.22 -0.24
H6 0.55 -1.04 1.26
H7 0.34 -2.12 -0.20
H8 1.78 -1.38 -0.15

LUMO level = -3.849 eV
ΔE to the lowest compared entry with this formula, charge and spin = 257.35 kJ/mol
structure (SMILES) = C#C[NH+](C)C
E_HOMO = -15.64 eV
electronic energy = -5757.1969 eV
frontier orbital gap = 11.791 eV
charge = +1

Computed natural (NBO) charges, given in elementary charges: atom 1 (C): -0.07, atom 2 (C): 0.04, atom 3 (N): -0.41, atom 4 (C): -0.41, atom 5 (C): -0.40, atom 6 (H): 0.28, atom 7 (H): 0.49, atom 8 (H): 0.25, atom 9 (H): 0.24, atom 10 (H): 0.26, atom 11 (H): 0.24, atom 12 (H): 0.24, atom 13 (H): 0.24

***

(2)
Computed, not measured: C34H39EuN5O4P2 as an isolated structure, with ωB97M-V/def2-TZVPD.

Element x y z (Å)
Eu1 -0.72 -1.81 -3.53
C1 -0.52 4.00 -0.69
C2 -1.29 3.35 -1.57
C3 -0.87 2.71 -2.86
C4 0.44 1.88 -2.76
C5 1.71 2.55 -3.20
C6 2.02 3.85 -3.10
C7 1.19 4.89 -2.41
C8 0.84 4.56 -0.94
C9 1.48 -2.53 -2.75
H1 -0.87 4.14 0.35
H2 -2.37 3.29 -1.36
H3 -0.81 3.42 -3.69
H4 -1.69 2.02 -3.15
H5 0.54 1.49 -1.73
H6 0.31 1.00 -3.42
H7 2.44 1.84 -3.61
H8 2.96 4.20 -3.53
H9 0.27 5.09 -2.98
H10 1.77 5.83 -2.42
H11 1.63 3.92 -0.53
H12 0.90 5.50 -0.36
H13 1.22 -2.31 -1.69
H14 2.42 -2.04 -3.02
H15 1.53 -3.62 -2.86
P1 1.23 -1.54 -5.59
P2 -2.59 -0.64 -5.69
N1 2.50 -0.31 -6.01
N2 1.89 -2.70 -6.85
N3 -2.40 0.85 -6.66
N4 -4.01 -1.10 -6.76
C10 0.00 -0.82 -6.73
C11 -1.34 -1.59 -6.65
C12 3.76 -0.29 -5.40
C13 4.59 0.54 -6.14
C14 3.85 1.01 -7.26
C15 2.58 0.46 -7.17
C16 2.38 -3.96 -6.52
C17 2.85 -4.58 -7.68
C18 2.64 -3.66 -8.76
C19 2.06 -2.52 -8.22
C20 -2.41 2.15 -6.14
C21 -2.10 3.04 -7.16
C22 -1.86 2.27 -8.35
C23 -2.04 0.93 -8.02
C24 -4.69 -0.49 -7.83
C25 -5.52 -1.44 -8.44
C26 -5.33 -2.67 -7.74
C27 -4.39 -2.45 -6.75
H16 0.31 -0.85 -7.78
H17 -0.10 0.24 -6.47
H18 -1.72 -1.76 -7.67
H19 -1.23 -2.60 -6.22
H20 3.94 -0.87 -4.50
H21 5.62 0.76 -5.92
H22 4.18 1.67 -8.06
H23 1.74 0.55 -7.85
H24 2.33 -4.31 -5.49
H25 3.29 -5.56 -7.75
H26 2.88 -3.81 -9.80
H27 1.73 -1.62 -8.73
H28 -2.68 2.31 -5.10
H29 -2.05 4.11 -7.07
H30 -1.60 2.64 -9.32
H31 -1.93 0.05 -8.64
H32 -4.52 0.54 -8.11
H33 -6.15 -1.26 -9.30
H34 -5.82 -3.61 -7.95
H35 -3.92 -3.14 -6.06
O1 -0.73 -3.49 -0.26
C28 -0.96 -2.27 -0.25
O2 -1.00 -1.44 -1.26
C29 -1.19 -1.66 1.12
C30 -1.21 -0.26 1.38
C31 -1.23 0.21 2.69
C32 -1.30 -0.71 3.77
C33 -1.37 -2.09 3.52
C34 -1.37 -2.54 2.20
N5 -1.28 -0.24 5.11
O3 -1.16 0.99 5.32
O4 -1.39 -1.07 6.05
H36 -1.21 0.46 0.57
H37 -1.17 1.28 2.93
H38 -1.42 -2.80 4.35
H39 -1.46 -3.61 2.01

LUMO level (spin up / spin down) = -1.267 / -1.250 eV
E_HOMO (spin up / spin down) = -7.31 / -7.37 eV
electronic energy = -89430.2243 eV
2S+1 = 8
frontier orbital gap (spin up / spin down) = 6.042 / 6.117 eV

Computed Mulliken charges, given in elementary charges: atom 1 (Eu): 1.02, atom 2 (C): -0.65, atom 3 (C): -0.75, atom 4 (C): -0.13, atom 5 (C): 1.48, atom 6 (C): -0.55, atom 7 (C): -0.57, atom 8 (C): -0.85, atom 9 (C): -0.69, atom 10 (C): -1.59, atom 11 (H): 0.37, atom 12 (H): 0.44, atom 13 (H): 0.42, atom 14 (H): 0.12, atom 15 (H): 0.42, atom 16 (H): -1.26, atom 17 (H): 0.31, atom 18 (H): 0.41, atom 19 (H): 0.30, atom 20 (H): 0.42, atom 21 (H): 0.33, atom 22 (H): 0.46, atom 23 (H): 0.42, atom 24 (H): 0.42, atom 25 (H): 0.27, atom 26 (P): 0.52, atom 27 (P): 0.04, atom 28 (N): 0.81, atom 29 (N): 0.50, atom 30 (N): 0.67, atom 31 (N): 0.23, atom 32 (C): -0.96, atom 33 (C): -1.86, atom 34 (C): -0.74, atom 35 (C): -0.65, atom 36 (C): -0.82, atom 37 (C): -0.33, atom 38 (C): -0.46, atom 39 (C): -0.62, atom 40 (C): -0.64, atom 41 (C): -0.27, atom 42 (C): -0.65, atom 43 (C): -0.88, atom 44 (C): -0.77, atom 45 (C): -0.37, atom 46 (C): -0.27, atom 47 (C): -0.65, atom 48 (C): -0.58, atom 49 (C): -0.42, atom 50 (H): -0.05, atom 51 (H): 0.89, atom 52 (H): 0.60, atom 53 (H): 0.93, atom 54 (H): 0.37, atom 55 (H): 0.45, atom 56 (H): 0.47, atom 57 (H): 0.39, atom 58 (H): 0.36, atom 59 (H): 0.42, atom 60 (H): 0.43, atom 61 (H): 0.30, atom 62 (H): 0.66, atom 63 (H): 0.46, atom 64 (H): 0.51, atom 65 (H): 0.52, atom 66 (H): 0.42, atom 67 (H): 0.44, atom 68 (H): 0.43, atom 69 (H): 0.32, atom 70 (O): -0.67, atom 71 (C): 0.37, atom 72 (O): -0.53, atom 73 (C): 0.09, atom 74 (C): -0.29, atom 75 (C): -0.48, atom 76 (C): 0.11, atom 77 (C): -0.43, atom 78 (C): -0.44, atom 79 (N): 0.92, atom 80 (O): -0.59, atom 81 (O): -0.58, atom 82 (H): 0.46, atom 83 (H): 0.47, atom 84 (H): 0.44, atom 85 (H): 0.42

***

(3)
Computed, not measured: a 2-piece molecular cluster, CH4Se overall, with ωB97M-V/def2-TZVPD.

Element x y z (Å)
C1 1.16 0.20 0.58
Se1 -1.86 -1.26 -2.13
H1 0.53 0.00 -0.24
H2 1.01 0.45 1.63
H3 2.15 -0.10 0.29
H4 -1.05 -1.90 -3.18

LUMO level (spin up / spin down) = -2.443 / 0.254 eV
ΔE to the lowest compared entry with this formula, charge and spin = 281.36 kJ/mol
E_HOMO (spin up / spin down) = -8.80 / -9.68 eV
electronic energy = -66444.4749 eV
frontier orbital gap (spin up / spin down) = 6.359 / 9.934 eV

Computed natural (NBO) charges, given in elementary charges: atom 1 (C): -0.51, atom 2 (Se): -0.05, atom 3 (H): 0.18, atom 4 (H): 0.18, atom 5 (H): 0.15, atom 6 (H): 0.05

***

(4)
Computed, not measured: a 5-piece molecular cluster, C15H39B3F2O7 overall, with ωB97M-V/def2-TZVPD.

Element x y z (Å)
C1 4.15 2.61 -2.31
C2 3.73 3.56 -1.21
F1 4.85 4.32 -0.84
C3 2.61 4.50 -1.60
B1 1.21 3.83 -1.45
O1 0.88 3.10 -0.31
B2 0.38 1.86 -0.63
O2 -0.64 1.81 -1.57
B3 -0.43 2.64 -2.65
F2 -0.84 2.29 -3.85
O3 0.26 3.83 -2.47
H1 5.07 2.10 -2.03
H2 3.39 1.84 -2.45
H3 4.30 3.14 -3.25
H4 3.44 2.99 -0.32
H5 2.66 5.36 -0.91
H6 2.76 4.90 -2.61
H7 0.87 0.86 -0.21
C4 -4.35 -2.31 -2.54
C5 -3.44 -1.62 -1.54
C6 -3.38 -0.12 -1.73
O4 -2.12 -2.16 -1.58
H8 -3.99 -2.13 -3.56
H9 -4.37 -3.38 -2.37
H10 -5.37 -1.93 -2.47
H11 -3.79 -1.85 -0.52
H12 -2.98 0.11 -2.73
H13 -2.71 0.32 -1.00
H14 -4.36 0.35 -1.65
H15 -1.78 -1.98 -2.47
C7 3.96 3.30 4.13
C8 3.70 3.36 2.64
C9 2.92 4.60 2.24
O5 3.04 2.18 2.18
H16 3.01 3.27 4.68
H17 4.53 2.41 4.39
H18 4.51 4.17 4.47
H19 4.65 3.35 2.10
H20 1.94 4.62 2.72
H21 2.77 4.60 1.16
H22 3.46 5.51 2.52
H23 2.17 2.14 2.61
C10 -4.64 -2.45 2.51
C11 -5.55 -3.66 2.48
C12 -5.03 -4.79 3.35
O6 -5.74 -4.11 1.13
H24 -3.65 -2.71 2.13
H25 -5.05 -1.66 1.88
H26 -4.52 -2.06 3.52
H27 -6.55 -3.37 2.81
H28 -4.05 -5.11 3.00
H29 -5.71 -5.64 3.32
H30 -4.93 -4.47 4.39
H31 -4.89 -4.38 0.79
C13 1.67 -4.44 -1.10
C14 2.22 -3.08 -1.51
C15 2.51 -2.20 -0.30
O7 1.33 -2.43 -2.41
H32 0.72 -4.31 -0.56
H33 1.48 -5.05 -1.98
H34 2.36 -4.97 -0.45
H35 3.14 -3.22 -2.08
H36 1.58 -2.02 0.26
H37 2.91 -1.24 -0.62
H38 3.22 -2.68 0.37
H39 0.50 -2.28 -1.93

LUMO level = 0.390 eV
structure (SMILES) = C[C@@H](F)CB1OBOB(F)O1.CC(C)O.CC(C)O.CC(C)O.CC(C)O
E_HOMO = -10.19 eV
electronic energy = -37993.1445 eV
frontier orbital gap = 10.582 eV

Computed natural (NBO) charges, given in elementary charges: atom 1 (C): -0.64, atom 2 (C): 0.21, atom 3 (F): -0.38, atom 4 (C): -0.83, atom 5 (B): 1.19, atom 6 (O): -0.90, atom 7 (B): 0.99, atom 8 (O): -0.91, atom 9 (B): 1.37, atom 10 (F): -0.47, atom 11 (O): -0.90, atom 12 (H): 0.23, atom 13 (H): 0.21, atom 14 (H): 0.21, atom 15 (H): 0.19, atom 16 (H): 0.27, atom 17 (H): 0.24, atom 18 (H): -0.09, atom 19 (C): -0.63, atom 20 (C): 0.09, atom 21 (C): -0.63, atom 22 (O): -0.73, atom 23 (H): 0.20, atom 24 (H): 0.22, atom 25 (H): 0.22, atom 26 (H): 0.17, atom 27 (H): 0.20, atom 28 (H): 0.22, atom 29 (H): 0.21, atom 30 (H): 0.46, atom 31 (C): -0.63, atom 32 (C): 0.09, atom 33 (C): -0.63, atom 34 (O): -0.72, atom 35 (H): 0.20, atom 36 (H): 0.22, atom 37 (H): 0.21, atom 38 (H): 0.18, atom 39 (H): 0.20, atom 40 (H): 0.22, atom 41 (H): 0.21, atom 42 (H): 0.46, atom 43 (C): -0.63, atom 44 (C): 0.09, atom 45 (C): -0.63, atom 46 (O): -0.72, atom 47 (H): 0.20, atom 48 (H): 0.22, atom 49 (H): 0.21, atom 50 (H): 0.17, atom 51 (H): 0.20, atom 52 (H): 0.22, atom 53 (H): 0.21, atom 54 (H): 0.46, atom 55 (C): -0.63, atom 56 (C): 0.10, atom 57 (C): -0.63, atom 58 (O): -0.72, atom 59 (H): 0.20, atom 60 (H): 0.22, atom 61 (H): 0.21, atom 62 (H): 0.17, atom 63 (H): 0.20, atom 64 (H): 0.22, atom 65 (H): 0.21, atom 66 (H): 0.46

***

Which value of electronic energy does entry 1 give? -5757.1969 eV

***

Among the records above, which one has the lowest electronic energy? C34H39EuN5O4P2